Entry from the OMol25 dataset: a molecular structure, C4H8NO3 (the ωB97M-V functional and the def2-TZVPD basis).

Last column: Löwdin charge in e.
Element x y z (Å)
O 0.313 -1.921 -0.468  0.01
C -0.116 -0.861 -0.009  -0.57
N 0.469 0.102 0.894  0.10
C 1.659 -0.612 1.674  -0.54
O 2.454 0.250 2.276  -0.34
C -1.397 -0.240 -0.657  -0.10
C -1.156 1.225 -1.052  -0.27
O -2.070 1.593 -2.100  -0.10
H 0.852 -0.002 -0.185  0.14
H 1.141 -1.332 2.333  0.08
H 2.192 -1.230 0.919  0.08
H -2.200 -0.434 0.069  0.11
H -1.667 -0.677 -1.619  0.11
H -0.142 1.170 -1.470  0.11
H -1.138 1.977 -0.262  0.11
H -1.631 2.211 -2.687  0.07

Cartesian forces (eV/Å) of the 2 atoms listed first:
O -0.31 0.00 1.02
C -2.52 -0.58 -0.87

Calculated values
Multiplicity   1
Energy above the lowest of the compared OMol25 structures with the same formula, charge and spin   5.650 eV
Kohn-Sham gap   0.212 hartree
Total charge   -1
Maximum force   3.90 eV Å⁻¹


Entry from the OMol25 dataset: a single C20H39NO6 molecule (the ωB97M-V functional and the def2-TZVPD basis).

Last column: Löwdin charge in e.
Element x y z (Å)
C -4.350 4.348 0.453  -0.11
C -3.470 3.554 1.410  -0.27
C -1.986 3.765 1.120  -0.24
C -1.102 2.977 2.084  -0.22
C 0.397 3.169 1.845  -0.21
C 0.858 2.631 0.492  -0.22
C 2.379 2.626 0.325  -0.21
C 3.071 1.590 1.212  -0.22
C 4.505 1.277 0.779  -0.21
C 4.648 0.550 -0.562  -0.20
C 3.915 -0.796 -0.628  -0.16
C 2.554 -0.685 -1.307  -0.18
O 1.894 -1.948 -1.207  -0.07
C 0.600 -1.948 -1.694  -0.34
O -0.195 -1.119 -0.871  -0.02
C -1.548 -1.034 -1.274  -0.24
C -2.266 -0.076 -0.315  -0.20
O -3.527 0.295 -0.785  -0.04
C -2.198 -2.427 -1.275  -0.27
O -3.519 -2.349 -1.748  0.00
C -1.370 -3.354 -2.185  -0.29
O -1.993 -4.583 -2.374  -0.01
C 0.072 -3.397 -1.653  -0.13
N 0.227 -3.816 -0.270  0.13
C -0.318 -4.856 0.386  -0.50
C 0.226 -5.028 1.785  0.01
O -1.181 -5.586 -0.073  0.06
H -4.129 5.412 0.519  0.07
H -5.401 4.200 0.687  0.07
H -4.179 4.022 -0.571  0.07
H -3.685 3.855 2.439  0.11
H -3.706 2.493 1.312  0.10
H -1.746 4.828 1.197  0.12
H -1.789 3.451 0.094  0.10
H -1.335 3.291 3.106  0.11
H -1.344 1.915 2.005  0.10
H 0.644 4.230 1.915  0.12
H 0.937 2.650 2.640  0.10
H 0.426 3.244 -0.302  0.11
H 0.484 1.611 0.366  0.10
H 2.604 2.411 -0.721  0.10
H 2.775 3.620 0.546  0.12
H 2.486 0.670 1.221  0.11
H 3.104 1.961 2.239  0.11
H 4.969 0.659 1.552  0.11
H 5.069 2.211 0.725  0.11
H 4.300 1.190 -1.374  0.10
H 5.714 0.381 -0.725  0.11
H 3.773 -1.194 0.378  0.12
H 4.508 -1.522 -1.184  0.11
H 1.933 0.078 -0.833  0.10
H 2.674 -0.429 -2.370  0.14
H 0.566 -1.567 -2.737  0.18
H -1.611 -0.623 -2.296  0.17
H -1.680 0.841 -0.222  0.11
H -2.331 -0.553 0.675  0.14
H -3.986 -0.507 -1.075  0.07
H -2.194 -2.828 -0.248  0.17
H -3.723 -3.215 -2.135  0.11
H -1.334 -2.894 -3.185  0.17
H -1.834 -5.136 -1.570  0.06
H 0.686 -4.032 -2.308  0.17
H 0.951 -3.286 0.197  0.14
H 1.287 -5.265 1.742  0.09
H 0.095 -4.113 2.357  0.09
H -0.302 -5.841 2.275  0.09

Cartesian forces (eV/Å) of the 2 atoms listed first:
C 0.02 -0.17 0.20
C 0.12 0.22 -0.25

Calculated values
Multiplicity   1
Structure (SMILES)   CCCCCCCCCCCCO[C@@H]1O[C@H](CO)[C@@H](O)[C@H](O)[C@@H]1NC(C)=O
Energy above the lowest of the compared OMol25 structures with the same formula, charge and spin   0.000 eV
Kohn-Sham gap   0.386 hartree
Total charge   0
Maximum force   0.76 eV Å⁻¹


Entry from the OMol25 dataset: a molecular structure, C9H12B2N2O9S2 (the ωB97M-V functional and the def2-TZVPD basis).

Last column: Löwdin charge in e.
Element x y z (Å)
C -1.893 -2.240 2.223  -0.05
O -0.568 -2.217 2.731  0.04
B -0.034 -0.963 2.911  -0.58
O -0.271 -0.277 4.079  0.19
C 0.841 -0.241 1.814  0.01
C 0.615 1.154 1.564  -0.03
C 1.309 1.846 0.658  -0.03
C 2.329 1.162 -0.050  -0.34
N 3.145 1.668 -0.985  -0.24
S 4.094 0.498 -1.491  1.02
N 3.565 -0.735 -0.581  -0.17
C 2.592 -0.212 0.153  -0.30
C 1.797 -0.906 1.103  -0.15
O 2.042 -2.251 1.310  0.20
B 1.332 -3.079 0.467  -0.78
O 1.199 -4.408 0.807  0.19
O 0.812 -2.607 -0.739  0.18
H -1.944 -1.931 1.177  0.09
H -2.258 -3.262 2.269  0.09
H -2.579 -1.639 2.816  0.10
H 0.520 0.242 4.257  0.11
H -0.169 1.637 2.126  0.12
H 1.126 2.885 0.443  0.12
H 0.272 -4.635 0.698  0.10
H -0.128 -2.408 -0.659  0.09
C -0.790 2.737 -3.092  -0.15
C -2.275 2.643 -3.375  -0.16
O -2.649 1.351 -2.874  -0.18
S -1.755 0.993 -1.597  0.59
O -2.475 1.321 -0.420  -0.22
O -1.186 -0.289 -1.797  -0.21
O -0.632 2.109 -1.812  -0.20
H -0.204 2.179 -3.824  0.14
H -0.435 3.763 -3.048  0.14
H -2.507 2.713 -4.434  0.14
H -2.838 3.401 -2.826  0.13

Cartesian forces (eV/Å) of the 2 atoms listed first:
C -0.28 -0.57 -0.04
O -0.40 0.30 -0.24

Calculated values
Multiplicity   1
Kohn-Sham gap   0.308 hartree
Total charge   0
Maximum force   1.03 eV Å⁻¹


Entry from the OMol25 dataset: a single C6H10O molecule (the ωB97M-V functional and the def2-TZVPD basis).

Last column: Löwdin charge in e.
Element x y z (Å)
C -0.361 1.273 1.522  -0.07
C 0.653 0.188 1.202  -0.27
C 0.167 -1.109 0.600  -0.11
C 0.949 -0.137 -0.240  -0.26
C 0.211 0.319 -1.487  -0.11
C -0.804 -0.791 -1.738  -0.28
O -0.475 -1.942 -1.908  0.04
H -0.851 1.121 2.489  0.08
H -1.149 1.329 0.761  0.07
H 0.131 2.254 1.546  0.08
H 1.513 0.181 1.868  0.13
H 0.516 -2.134 0.452  0.12
H -0.910 -1.108 0.458  0.10
H 1.984 -0.437 -0.399  0.14
H 0.891 0.338 -2.343  0.12
H -0.257 1.304 -1.399  0.11
H -1.878 -0.533 -1.656  0.13

Cartesian forces (eV/Å) of the 2 atoms listed first:
C -0.01 -0.10 0.00
C 0.14 0.02 0.10

Calculated values
Multiplicity   1
Structure (SMILES)   C[C@H]1C[C@H]1CC=O
Energy above the lowest of the compared OMol25 structures with the same formula, charge and spin   1.600 eV
Kohn-Sham gap   0.392 hartree
Total charge   0
Maximum force   1.42 eV Å⁻¹